Entry 1:
# C22H15NO4

A single C22H15NO4 molecule at a distorted geometry (ωB97M-V with the def2-TZVPD basis set, OMol25).

Values from the calculation:
HOMO energy	-8.7	eV
orbital gap	7.426	eV
spin multiplicity	1
SMILES string	O=C(Cc1ccccc1)NC1=C(c2ccoc2)C(=O)c2ccccc2C1=O

Atoms and positions in Å:
O1 0.424 -2.617 0.282
C1 -0.505 -1.968 0.728
C2 -1.874 -2.594 0.868
C3 -2.739 -2.105 -0.263
C4 -2.593 -2.641 -1.551
C5 -3.450 -2.243 -2.579
C6 -4.431 -1.261 -2.375
C7 -4.621 -0.696 -1.098
C8 -3.808 -1.172 -0.038
N1 -0.367 -0.631 0.992
C9 0.810 0.094 0.982
C10 0.868 1.249 0.181
C11 -0.275 1.672 -0.648
C12 -0.942 0.858 -1.625
C13 -1.902 1.671 -2.224
O2 -1.903 2.955 -1.697
C14 -0.894 2.906 -0.770
C15 2.115 2.081 0.195
O3 2.229 3.132 -0.443
C16 3.324 1.600 0.891
C17 4.541 2.292 0.805
C18 5.679 1.759 1.439
C19 5.581 0.633 2.253
C20 4.382 -0.050 2.359
C21 3.248 0.406 1.690
C22 1.938 -0.276 1.852
O4 1.779 -1.088 2.745
H1 -2.333 -2.345 1.838
H2 -1.775 -3.684 0.822
H3 -1.810 -3.376 -1.794
H4 -3.321 -2.631 -3.549
H5 -5.016 -0.872 -3.193
H6 -5.378 0.074 -0.964
H7 -3.974 -0.760 0.944
H8 -1.200 -0.107 0.754
H9 -0.678 -0.169 -1.897
H10 -2.554 1.339 -3.019
H11 -0.596 3.752 -0.185
H12 4.540 3.222 0.208
H13 6.642 2.241 1.321
H14 6.509 0.245 2.736
H15 4.327 -0.895 3.025

Entry 2:
# C22H16BCl4O3

2 unconnected molecules or ions with the total composition C22H16BCl4O3 at a distorted geometry (ωB97M-V with the def2-TZVPD basis set, OMol25).

Values from the calculation:
HOMO energy	-4.0	eV
orbital gap	4.583	eV
total charge	-1
spin multiplicity	1

Atoms and positions in Å:
Cl1 3.930 1.413 3.158
B1 3.009 -0.180 3.164
Cl2 3.767 -1.363 1.905
Cl3 2.964 -0.939 4.886
O1 1.529 0.021 2.805
C1 0.717 -0.949 2.553
C2 -0.701 -0.826 2.865
C3 -1.602 -1.916 3.014
C4 -2.962 -1.688 3.187
C5 -3.444 -0.375 3.251
Cl4 -5.127 -0.081 3.353
C6 -2.568 0.709 3.204
C7 -1.214 0.481 3.033
H1 1.156 -1.893 2.214
H2 -1.203 -2.934 3.022
H3 -3.658 -2.506 3.313
H4 -2.952 1.713 3.332
H5 -0.512 1.314 3.063
C8 4.701 2.767 -2.187
C9 3.364 2.969 -2.538
C10 2.410 1.974 -2.261
C11 2.780 0.796 -1.600
C12 1.835 -0.376 -1.428
C13 0.439 -0.073 -1.269
C14 -0.603 -1.043 -1.039
C15 -1.911 -0.831 -1.786
C16 -2.259 0.325 -2.517
C17 -3.568 0.498 -3.010
C18 -4.522 -0.511 -2.830
C19 -4.147 -1.723 -2.223
C20 -2.856 -1.880 -1.746
O2 -0.527 -2.003 -0.247
O3 2.328 -1.522 -1.494
C21 4.134 0.620 -1.243
C22 5.089 1.575 -1.546
H6 5.438 3.543 -2.393
H7 3.054 3.897 -3.016
H8 1.386 2.135 -2.603
H9 0.117 0.932 -1.505
H10 -1.529 1.102 -2.744
H11 -3.852 1.429 -3.506
H12 -5.553 -0.349 -3.146
H13 -4.875 -2.523 -2.103
H14 -2.556 -2.834 -1.325
H15 4.427 -0.303 -0.750
H16 6.129 1.408 -1.270

Entry 3:
# C22H16BIN2O4Sr

A molecular structure, C22H16BIN2O4Sr at a distorted geometry (ωB97M-V with the def2-TZVPD basis set, OMol25).

Values from the calculation:
HOMO energy	-0.5	eV
orbital gap	4.602	eV
total charge	-2
spin multiplicity	1
ΔE to the lowest compared entry with this formula, charge and spin	158.4	kcal per mole

Atoms and positions in Å:
Sr1 0.114 0.251 0.133
C1 0.154 1.895 -1.452
C2 0.081 0.588 -2.075
C3 -1.216 0.066 -1.692
C4 -1.854 0.988 -0.986
C5 -0.998 2.130 -0.836
H1 0.998 2.546 -1.582
H2 0.026 0.757 -3.169
H3 -1.588 -0.870 -2.055
H4 -2.868 0.941 -0.629
H5 -1.303 3.051 -0.366
O1 0.177 -2.333 -2.346
C6 0.550 -1.575 -1.440
O2 0.306 -1.745 -0.215
C7 1.276 -0.306 -1.818
C8 1.962 -0.490 -3.129
C9 2.901 0.374 -3.505
C10 3.378 1.351 -2.559
C11 4.227 2.383 -2.913
C12 4.788 3.210 -1.955
C13 4.535 2.942 -0.611
C14 3.680 1.942 -0.226
C15 3.008 1.142 -1.190
N1 2.093 0.268 -0.797
H6 1.566 -1.282 -3.754
H7 3.368 0.322 -4.489
H8 4.446 2.543 -3.969
H9 5.426 4.035 -2.247
H10 5.015 3.549 0.151
H11 3.491 1.742 0.822
N2 1.393 -3.136 2.027
C16 2.058 -4.082 2.064
H12 0.830 -2.297 1.930
I1 1.882 0.159 2.998
O3 -1.232 -1.961 3.120
B1 -1.754 -0.715 2.685
O4 -3.176 -0.873 2.771
C17 -3.455 -2.119 3.194
C18 -4.672 -2.738 3.411
C19 -4.642 -4.063 3.829
C20 -3.444 -4.736 4.027
C21 -2.219 -4.113 3.823
C22 -2.239 -2.796 3.403
H13 -5.606 -2.219 3.252
H14 -5.578 -4.583 3.991
H15 -3.474 -5.771 4.341
H16 -1.280 -4.623 3.970

Entry 4:
# C22H16ClCoN5O3

A molecular structure, C22H16ClCoN5O3 (ωB97M-V with the def2-TZVPD basis set, OMol25).

Values from the calculation:
HOMO energy (alpha / beta)	-8.1 / -8.1	eV
orbital gap (alpha / beta)	7.384 / 7.326	eV
spin multiplicity	2
ΔE to the lowest compared entry with this formula, charge and spin	0.0	kcal per mole
expectation value of S²	0.973

Atoms and positions in Å:
Co1 1.316 -0.504 -0.077
O1 4.302 1.023 -2.094
C1 3.292 0.761 -1.482
O2 2.884 -0.418 -1.131
C2 2.354 1.867 -1.051
C3 2.674 3.205 -1.324
C4 1.779 4.168 -0.968
C5 0.541 3.798 -0.400
C6 -0.443 4.756 -0.057
C7 -1.645 4.365 0.453
C8 -1.926 2.991 0.612
C9 -0.995 2.044 0.294
C10 0.278 2.425 -0.182
N1 1.236 1.485 -0.466
H1 3.620 3.411 -1.802
H2 1.985 5.217 -1.141
H3 -0.217 5.804 -0.211
H4 -2.389 5.098 0.731
H5 -2.880 2.686 1.019
H6 -1.218 0.996 0.406
C11 -3.033 -0.795 -0.489
C12 -1.851 -0.861 -1.409
C13 -2.097 -0.940 -2.892
O3 -0.716 -0.824 -0.978
H7 -3.786 -1.531 -0.772
H8 -3.493 0.192 -0.598
H9 -2.729 -0.935 0.547
H10 -3.155 -0.971 -3.139
H11 -1.600 -1.827 -3.285
H12 -1.633 -0.075 -3.368
Cl1 4.195 -5.200 -1.096
C14 2.793 -4.481 -0.392
C15 1.852 -5.256 0.258
C16 0.746 -4.621 0.799
C17 0.629 -3.252 0.674
N2 1.548 -2.511 0.045
C18 2.618 -3.110 -0.484
H13 1.987 -6.326 0.339
H14 -0.017 -5.177 1.325
H15 -0.215 -2.721 1.091
H16 3.331 -2.474 -0.986
N3 0.489 -0.444 1.749
C19 -0.358 -0.301 2.529
C20 -1.395 -0.195 3.439
C21 -1.918 -1.387 4.001
N4 -2.355 -2.361 4.439
C22 -1.969 1.078 3.676
N5 -2.416 2.128 3.849

Entry 5:
# C22H17BaN6OS2

A molecular structure, C22H17BaN6OS2 at a distorted geometry (ωB97M-V with the def2-TZVPD basis set, OMol25).

Values from the calculation:
HOMO energy	-4.0	eV
orbital gap	5.971	eV
total charge	-1
spin multiplicity	1
ΔE to the lowest compared entry with this formula, charge and spin	1.8	kcal per mole

Atoms and positions in Å:
Ba1 -1.243 0.210 0.354
C1 0.369 -3.069 3.653
C2 1.577 -3.563 3.189
C3 2.017 -3.203 1.929
C4 1.227 -2.352 1.157
N1 0.080 -1.859 1.626
C5 -0.344 -2.202 2.837
C6 1.621 -1.998 -0.264
C7 2.447 -2.848 -0.991
C8 2.737 -2.505 -2.302
C9 2.178 -1.363 -2.843
C10 1.318 -0.587 -2.066
N2 1.094 -0.897 -0.789
C11 0.638 0.624 -2.642
C12 0.228 0.618 -3.970
C13 -0.365 1.763 -4.480
C14 -0.498 2.862 -3.651
C15 -0.074 2.761 -2.336
N3 0.471 1.664 -1.823
H1 -0.014 -3.335 4.627
H2 2.175 -4.224 3.803
H3 2.963 -3.563 1.553
H4 -1.286 -1.770 3.152
H5 2.826 -3.764 -0.565
H6 3.377 -3.138 -2.902
H7 2.374 -1.076 -3.866
H8 0.302 -0.284 -4.562
H9 -0.760 1.772 -5.487
H10 -0.973 3.770 -3.994
H11 -0.204 3.589 -1.649
S1 -3.078 0.761 -2.158
C16 -2.513 -0.731 -2.870
S2 -1.751 -1.991 -1.960
C17 -2.651 -0.888 -4.245
C18 -3.151 0.144 -5.085
N4 -3.509 0.957 -5.824
C19 -2.096 -1.998 -4.938
N5 -1.631 -2.858 -5.553
N6 -3.058 2.720 2.569
C20 -2.322 1.609 2.813
O1 -2.671 0.531 2.285
C21 -1.056 1.767 3.590
C22 -0.090 1.990 2.406
H12 -3.719 2.675 1.808
H13 -2.642 3.612 2.772
H14 -0.854 0.822 4.098
H15 -1.122 2.558 4.352
H16 0.906 1.607 2.636
H17 -0.028 3.060 2.190

Entry 6:
# C22H17IN3O3Pt

A molecular structure, C22H17IN3O3Pt at a distorted geometry (ωB97M-V with the def2-TZVPD basis set, OMol25).

Values from the calculation:
HOMO energy (alpha / beta)	-12.9 / -12.9	eV
orbital gap (alpha / beta)	5.187 / 4.617	eV
total charge	+2
spin multiplicity	2
ΔE to the lowest compared entry with this formula, charge and spin	0.0	kcal per mole
expectation value of S²	0.761

Atoms and positions in Å:
Pt1 0.329 -0.302 0.032
C1 2.838 0.577 3.385
C2 2.921 1.954 3.341
C3 2.266 2.645 2.328
C4 1.536 1.961 1.387
N1 1.482 0.626 1.440
C5 2.109 -0.058 2.404
C6 0.777 2.592 0.295
C7 0.713 3.945 0.049
C8 -0.045 4.418 -1.013
C9 -0.728 3.524 -1.815
C10 -0.622 2.181 -1.519
N2 0.110 1.750 -0.491
H1 3.329 0.002 4.158
H2 3.498 2.487 4.086
H3 2.332 3.721 2.267
H4 2.026 -1.137 2.370
H5 1.258 4.631 0.684
H6 -0.097 5.480 -1.220
H7 -1.317 3.854 -2.660
H8 -1.112 1.422 -2.116
I1 3.362 -5.396 -6.434
C11 2.659 -4.187 -4.918
C12 3.301 -4.205 -3.679
C13 2.837 -3.384 -2.674
C14 1.737 -2.555 -2.905
C15 1.094 -2.553 -4.145
C16 1.554 -3.368 -5.156
C17 1.254 -1.694 -1.832
O1 1.855 -1.642 -0.704
O2 0.204 -0.975 -1.985
H9 4.149 -4.853 -3.512
H10 3.312 -3.376 -1.701
H11 0.236 -1.912 -4.301
H12 1.067 -3.377 -6.121
O3 -1.722 -0.588 0.628
N3 -2.685 0.273 0.264
C18 -2.964 1.329 1.050
C19 -3.979 2.195 0.714
C20 -4.716 1.971 -0.443
C21 -4.404 0.875 -1.236
C22 -3.379 0.035 -0.864
H13 -2.361 1.415 1.942
H14 -4.193 3.034 1.361
H15 -5.530 2.630 -0.712
H16 -4.957 0.665 -2.141
H17 -3.083 -0.846 -1.415

Copy entry 5 word for word.
# C22H17BaN6OS2

A molecular structure, C22H17BaN6OS2 at a distorted geometry (ωB97M-V with the def2-TZVPD basis set, OMol25).

Values from the calculation:
HOMO energy	-4.0	eV
orbital gap	5.971	eV
total charge	-1
spin multiplicity	1
ΔE to the lowest compared entry with this formula, charge and spin	1.8	kcal per mole

Atoms and positions in Å:
Ba1 -1.243 0.210 0.354
C1 0.369 -3.069 3.653
C2 1.577 -3.563 3.189
C3 2.017 -3.203 1.929
C4 1.227 -2.352 1.157
N1 0.080 -1.859 1.626
C5 -0.344 -2.202 2.837
C6 1.621 -1.998 -0.264
C7 2.447 -2.848 -0.991
C8 2.737 -2.505 -2.302
C9 2.178 -1.363 -2.843
C10 1.318 -0.587 -2.066
N2 1.094 -0.897 -0.789
C11 0.638 0.624 -2.642
C12 0.228 0.618 -3.970
C13 -0.365 1.763 -4.480
C14 -0.498 2.862 -3.651
C15 -0.074 2.761 -2.336
N3 0.471 1.664 -1.823
H1 -0.014 -3.335 4.627
H2 2.175 -4.224 3.803
H3 2.963 -3.563 1.553
H4 -1.286 -1.770 3.152
H5 2.826 -3.764 -0.565
H6 3.377 -3.138 -2.902
H7 2.374 -1.076 -3.866
H8 0.302 -0.284 -4.562
H9 -0.760 1.772 -5.487
H10 -0.973 3.770 -3.994
H11 -0.204 3.589 -1.649
S1 -3.078 0.761 -2.158
C16 -2.513 -0.731 -2.870
S2 -1.751 -1.991 -1.960
C17 -2.651 -0.888 -4.245
C18 -3.151 0.144 -5.085
N4 -3.509 0.957 -5.824
C19 -2.096 -1.998 -4.938
N5 -1.631 -2.858 -5.553
N6 -3.058 2.720 2.569
C20 -2.322 1.609 2.813
O1 -2.671 0.531 2.285
C21 -1.056 1.767 3.590
C22 -0.090 1.990 2.406
H12 -3.719 2.675 1.808
H13 -2.642 3.612 2.772
H14 -0.854 0.822 4.098
H15 -1.122 2.558 4.352
H16 0.906 1.607 2.636
H17 -0.028 3.060 2.190